1.
Density functional theory data (ωB97M-V with the def2-TZVPD basis set) for a cluster of 2 separate species, C2HClF2S in total.

Each line ends with the natural charge from an NBO analysis.
Positions of all 7 atoms, in Å:
1 C -0.265 0.760 0.710  -0.270
2 F -1.491 -0.315 2.362  -0.299
3 C -1.313 0.089 1.076  0.600
4 S 1.117 1.385 0.411  0.261
5 H 2.386 -1.333 -2.030  0.287
6 F -2.309 -0.265 0.235  -0.295
7 Cl 1.875 -0.322 -2.765  -0.286

Results
2S+1 = 1
Net charge = 0
LUMO energy = -1.225 eV
Frontier orbital gap = 7.54 eV
Structure (SMILES) = FC(F)=C=S.Cl


2.
Density functional theory data (ωB97M-V with the def2-TZVPD basis set) for a cluster of 2 separate species, C2HClF2S in total.

Each line ends with the natural charge from an NBO analysis.
Positions of all 7 atoms, in Å:
1 S -1.176 1.738 -0.783  0.132
2 F 0.525 -1.200 1.229  -0.269
3 Cl -1.231 -1.243 -1.119  0.086
4 F 0.544 1.075 1.445  -0.307
5 H 1.717 -0.489 -1.024  0.006
6 C -0.642 0.169 -0.397  -0.407
7 C 0.264 -0.051 0.651  0.759

Results
2S+1 = 1
Net charge = 0
LUMO energy (alpha / beta) = -2.383 / -1.292 eV
Frontier orbital gap (alpha / beta) = 7.16 / 8.33 eV


Q: What are the energies relative to the best structure? A: 1 0.0000; 2 0.0884, in hartree.


1.
Density functional theory data (ωB97M-V with the def2-TZVPD basis set) for an isolated molecule of C5H8N2O.

Each line ends with the natural charge from an NBO analysis.
Positions of all 16 atoms, in Å:
1 C 0.620 1.418 -1.200  -0.616
2 C 0.126 0.445 -0.162  0.012
3 O 1.725 -0.251 1.814  -0.514
4 H -1.576 -2.088 1.062  0.208
5 H 0.107 -1.581 -1.037  0.220
6 C -0.584 -0.847 -0.620  -0.458
7 H 1.420 0.969 -1.789  0.212
8 N -0.651 0.999 0.879  -0.308
9 H -1.383 -0.680 -1.356  0.201
10 H -0.187 1.702 -1.876  0.224
11 H -1.741 0.090 2.263  0.419
12 H 2.078 -0.845 -0.077  0.095
13 C -1.035 -1.204 0.766  -0.139
14 H 0.993 2.315 -0.712  0.232
15 C 1.382 -0.413 0.682  0.419
16 N -1.293 -0.028 1.364  -0.208

Results
2S+1 = 1
Net charge = 0
LUMO energy (alpha / beta) = 0.747 / 0.749 eV
Frontier orbital gap (alpha / beta) = 8.39 / 8.39 eV


2.
Density functional theory data (ωB97M-V with the def2-TZVPD basis set) for an isolated molecule of C5H8N2O.

Each line ends with the natural charge from an NBO analysis.
Positions of all 16 atoms, in Å:
1 N -0.963 1.720 -0.347  -0.667
2 C 2.263 -0.044 -0.068  -0.121
3 C -1.000 -0.649 -0.577  -0.202
4 O 1.286 1.808 0.765  -0.569
5 H 4.123 -1.446 -0.329  0.255
6 H -0.521 -1.426 1.323  0.215
7 H -0.496 -1.470 -1.251  0.206
8 C 1.151 0.855 0.049  0.582
9 H -2.189 -1.810 0.799  0.211
10 H -0.812 2.256 -1.226  0.355
11 C -1.422 -1.059 0.842  -0.632
12 H -2.035 -0.317 1.300  0.227
13 N -0.151 0.551 -0.426  -0.306
14 C 3.242 -0.785 -0.151  -0.152
15 H -0.628 2.183 0.463  0.380
16 H -1.850 -0.367 -1.166  0.217

Results
2S+1 = 1
Net charge = 0
LUMO energy = 0.594 eV
Frontier orbital gap = 9.72 eV
Structure (SMILES) = C#CC(=O)N(N)CC


3.
Density functional theory data (ωB97M-V with the def2-TZVPD basis set) for an isolated molecule of C5H8N2O.

Each line ends with the natural charge from an NBO analysis.
Positions of all 16 atoms, in Å:
1 C 0.808 -1.082 0.438  -0.510
2 N -0.077 -0.666 -1.861  -0.115
3 O 0.840 -1.653 -2.210  -0.582
4 H 0.833 -1.697 -3.225  0.483
5 H 0.582 -2.159 0.328  0.234
6 C -0.422 0.602 1.507  -0.211
7 H 1.861 -0.914 0.268  0.234
8 H 0.758 -0.870 2.730  0.222
9 N -0.742 1.992 -0.591  -0.817
10 H -1.938 0.333 -0.059  0.210
11 H 0.216 2.289 -0.550  0.363
12 H -0.772 1.310 2.255  0.208
13 C 0.383 -0.430 1.766  -0.185
14 H -1.424 2.635 -0.184  0.369
15 C -0.851 0.708 0.004  -0.116
16 C -0.055 -0.399 -0.617  0.212

Results
2S+1 = 1
Net charge = 0
LUMO energy = 0.961 eV
Frontier orbital gap = 10.13 eV
Structure (SMILES) = N[C@@H]1C=CC/C1=N\O


4.
Density functional theory data (ωB97M-V with the def2-TZVPD basis set) for an isolated molecule of C5H8N2O.

Each line ends with the natural charge from an NBO analysis.
Positions of all 16 atoms, in Å:
1 C 1.241 -1.401 0.705  -0.260
2 N -0.191 0.122 -1.385  -0.466
3 H -2.154 0.668 -2.070  0.206
4 H -1.170 2.141 -1.823  0.180
5 H 1.505 -0.383 2.698  0.243
6 N 1.345 0.003 0.394  -0.414
7 C -0.723 -0.415 1.710  0.385
8 H 2.267 -1.874 0.467  0.250
9 C -1.023 1.074 -2.229  -0.454
10 H 0.344 -1.696 0.169  0.212
11 C 0.377 0.654 -0.375  0.231
12 C 0.854 -0.399 1.680  -0.166
13 O -1.209 -0.921 2.739  -0.499
14 H -1.174 -0.290 0.752  0.160
15 H -0.518 0.980 -3.218  0.226
16 H 0.229 1.738 -0.214  0.166

Results
2S+1 = 1
Net charge = 0
LUMO energy = 0.371 eV
Frontier orbital gap = 9.74 eV
Structure (SMILES) = C/N=C/N1C[C@@H]1C=O


Q: What are the energies relative to the best structure? A: 1 0.0245; 2 0.0435; 3 0.0000; 4 0.0609, in hartree.


1.
Density functional theory data (ωB97M-V with the def2-TZVPD basis set) for a structure of composition C5H8N2O.

Each line ends with the natural charge from an NBO analysis.
Positions of all 16 atoms, in Å:
1 H 1.379 0.129 1.931  0.233
2 H 0.115 -1.726 -2.457  0.236
3 C 1.358 -0.374 0.966  -0.554
4 H -0.002 2.409 -0.117  0.352
5 H 1.083 -1.423 1.055  0.213
6 H 2.303 -0.201 0.460  0.226
7 C 0.174 0.495 0.233  -0.099
8 H -2.117 -0.262 -0.631  0.410
9 O -1.181 0.959 2.130  -0.595
10 N -2.202 -0.011 0.341  -0.813
11 N 0.615 1.643 -0.376  -0.621
12 H -3.084 -0.062 0.822  0.407
13 H 1.722 -0.928 -2.350  0.224
14 C 0.706 -0.957 -1.973  -0.528
15 C -1.131 0.451 1.031  0.661
16 C 0.262 -0.141 -1.066  0.247

Results
2S+1 = 1
Net charge = 0
LUMO energy (alpha / beta) = -0.538 / -0.134 eV
Frontier orbital gap (alpha / beta) = 7.54 / 8.60 eV


2.
Density functional theory data (ωB97M-V with the def2-TZVPD basis set) for an isolated molecule of C5H8N2O.

Each line ends with the natural charge from an NBO analysis.
Positions of all 16 atoms, in Å:
1 C 2.428 -0.546 0.204  -0.364
2 C -1.289 0.174 -0.179  -0.054
3 H -3.018 0.320 0.891  0.378
4 H 2.430 -0.385 1.336  0.205
5 C -0.239 -0.721 -0.348  0.434
6 H 1.581 1.981 -0.427  0.205
7 H 3.173 0.148 -0.186  0.209
8 C 0.737 1.300 -0.204  -0.098
9 H 2.563 -1.474 -0.114  0.204
10 C -0.724 1.510 -0.108  -0.298
11 O -0.455 -2.039 -0.263  -0.674
12 H -3.123 -0.278 -0.620  0.368
13 H -1.244 2.408 -0.104  0.213
14 H -1.296 -2.005 0.232  0.499
15 N 1.029 -0.110 -0.293  -0.379
16 N -2.554 -0.285 0.184  -0.849

Results
2S+1 = 1
Net charge = 0
LUMO energy = 0.942 eV
Frontier orbital gap = 8.19 eV
Structure (SMILES) = Cn1ccc(N)c1O


Q: What are the energies relative to the best structure? A: 1 0.1148; 2 0.0000, in hartree.